Below is a cluster of 5 separate species, C22H57BN4O8S in total, with properties calculated with ωB97M-V/def2-TZVPD.

Each line ends with the Mulliken charge.
Geometry (Å):
C -3.969 -3.596 2.194  -0.809
C -3.999 -5.112 2.026  -0.412
S -3.115 -6.028 3.317  -0.146
C -1.665 -5.037 3.784  -0.172
O -0.395 -5.689 3.503  -0.325
C -0.308 -6.089 2.230  0.477
O -0.221 -7.188 1.900  -0.481
O -0.291 -5.082 1.260  -0.385
B 1.086 -4.754 1.035  0.807
O 1.838 -5.339 0.084  -0.534
C 1.810 -3.672 1.961  -0.557
C 2.872 -2.825 1.179  -1.058
H -2.986 -3.182 2.403  0.219
H -4.713 -3.278 2.923  0.318
H -4.273 -3.174 1.232  0.180
H -3.686 -5.374 1.014  0.335
H -5.042 -5.426 2.085  0.407
H -1.624 -4.053 3.317  -0.008
H -1.686 -4.913 4.862  0.367
H 1.328 -5.951 -0.467  0.310
H 1.055 -2.974 2.335  0.147
H 2.297 -4.188 2.796  0.418
H 3.789 -3.385 1.004  0.505
H 2.469 -2.417 0.252  0.020
H 3.122 -1.960 1.801  0.353
C 4.934 -0.744 -1.007  -1.477
C 3.998 0.392 -1.407  0.445
C 4.732 1.680 -1.808  -1.011
O 5.225 2.426 -0.711  -0.238
C 6.471 1.991 -0.199  -0.761
N 3.049 0.641 -0.333  -0.147
H 5.365 -0.604 -0.015  0.263
H 4.403 -1.695 -0.985  0.295
H 5.751 -0.839 -1.726  0.414
H 3.438 0.052 -2.284  0.352
H 4.011 2.335 -2.305  0.343
H 5.530 1.483 -2.536  0.525
H 7.129 1.616 -0.988  0.320
H 6.329 1.225 0.567  0.261
H 6.952 2.846 0.277  0.255
H 2.374 1.342 -0.652  0.209
H 3.548 1.115 0.416  0.017
C -0.349 -0.376 -2.001  -1.434
C -0.020 -0.321 -0.512  2.062
C -0.875 -1.249 0.335  -0.570
O -2.185 -0.782 0.570  -0.510
C -3.105 -1.043 -0.475  -0.568
N -0.116 1.062 -0.052  -0.464
H -1.273 0.150 -2.243  -0.090
H 0.447 0.095 -2.580  0.381
H -0.443 -1.409 -2.345  0.382
H 1.018 -0.645 -0.398  -0.897
H -0.409 -1.323 1.323  0.137
H -0.895 -2.266 -0.080  0.374
H -2.896 -1.997 -0.967  0.304
H -3.110 -0.231 -1.204  0.070
H -4.100 -1.091 -0.030  0.310
H 0.196 1.110 0.918  0.036
H -1.106 1.299 -0.001  0.411
C -3.519 2.381 -3.558  -1.132
C -4.179 1.364 -4.484  0.341
C -5.137 1.995 -5.507  -0.790
O -6.393 2.379 -4.978  -0.383
C -6.409 3.639 -4.331  -0.634
N -4.847 0.343 -3.670  -0.542
H -4.201 2.745 -2.789  0.270
H -2.671 1.928 -3.043  0.050
H -3.146 3.240 -4.119  0.400
H -3.379 0.876 -5.050  0.365
H -5.361 1.240 -6.266  0.367
H -4.665 2.836 -6.030  0.406
H -5.734 4.353 -4.812  0.295
H -6.154 3.535 -3.274  0.233
H -7.425 4.029 -4.389  0.253
H -5.206 -0.384 -4.283  0.263
H -5.686 0.766 -3.281  0.279
C 2.215 5.022 4.142  -1.440
C 1.603 3.654 3.857  0.216
C 2.438 2.795 2.894  -0.669
O 2.330 3.165 1.532  -0.224
C 3.163 4.243 1.133  -0.842
N 0.231 3.840 3.373  -0.735
H 2.085 5.715 3.311  0.284
H 1.738 5.474 5.012  0.368
H 3.283 4.939 4.354  0.342
H 1.556 3.117 4.810  0.422
H 2.060 1.769 2.948  0.268
H 3.492 2.758 3.202  0.532
H 4.121 4.236 1.659  0.389
H 2.654 5.198 1.284  0.254
H 3.354 4.136 0.067  0.212
H -0.210 2.929 3.274  0.245
H 0.290 4.186 2.418  0.363

Results
structure (SMILES) = CCSCOC(=O)OB(O)CC.COC[C@@H](C)N.COC[C@@H](C)N.COC[C@@H](C)N.COC[C@@H](C)N
net charge = 0
LUMO level = 0.542 eV

Below is a structure of composition C43H52BCaN15O3S2, with properties calculated with ωB97M-V/def2-TZVPD.

Each line ends with the Mulliken charge.
Geometry (Å):
Ca 0.502 0.993 -0.343  2.140
C 0.844 5.678 -3.334  -1.383
C 1.410 4.449 -2.943  -0.203
N 0.555 3.726 -2.243  -0.111
N -0.590 4.458 -2.178  0.105
C -0.434 5.642 -2.828  -0.216
B -1.839 3.708 -1.655  -0.668
N -1.799 3.530 -0.113  2.449
C -1.929 4.561 0.747  -0.618
C -2.378 4.061 1.947  -1.081
C -2.491 2.670 1.723  -0.739
N -2.132 2.350 0.483  -0.601
N -1.917 2.331 -2.365  0.764
C -2.546 2.170 -3.552  -0.398
C -2.072 1.028 -4.152  -1.907
C -1.120 0.541 -3.247  -1.150
N -1.023 1.320 -2.179  0.754
N -3.194 4.413 -1.961  1.102
C -4.370 3.899 -1.525  -0.264
C -5.378 4.743 -1.926  -0.935
C -4.706 5.773 -2.614  -0.486
N -3.395 5.571 -2.630  -1.227
H 1.290 6.466 -3.921  0.385
H 2.393 4.055 -3.152  0.459
H -1.245 6.343 -2.891  0.462
H -1.729 5.578 0.443  0.516
H -2.580 4.609 2.855  0.423
H -2.825 1.891 2.395  0.402
H -3.283 2.880 -3.891  0.492
H -2.367 0.617 -5.103  0.449
H -0.492 -0.331 -3.337  0.676
H -4.399 2.975 -0.963  0.485
H -6.438 4.630 -1.757  0.396
H -5.117 6.648 -3.099  0.431
O 1.314 -0.475 1.199  0.114
N 1.499 -0.649 2.400  -1.522
N 0.755 0.054 3.190  1.166
O -0.135 0.936 2.720  0.140
C 0.898 -0.102 4.609  0.260
C 1.769 -1.050 5.140  -0.734
C 1.868 -1.185 6.515  -0.525
C 1.108 -0.387 7.361  -0.537
C 0.245 0.553 6.818  -0.668
C 0.133 0.697 5.442  -0.034
H 2.365 -1.658 4.474  0.465
H 2.547 -1.922 6.928  0.391
H 1.193 -0.497 8.436  0.385
H -0.345 1.184 7.470  0.370
H -0.525 1.437 5.013  0.307
C 3.069 -4.257 -0.824  -1.601
C 1.983 -3.759 0.139  2.535
C 2.277 -4.237 1.562  -1.814
C 0.608 -4.176 -0.347  1.667
C 0.123 -5.447 -0.060  -0.561
C -1.125 -5.857 -0.501  -1.816
C -1.901 -4.968 -1.226  -0.826
C -1.466 -3.677 -1.535  0.693
C -2.432 -2.806 -2.325  0.477
C -2.793 -1.518 -1.583  -1.191
C -1.932 -2.540 -3.752  -1.724
C -0.176 -3.275 -1.112  -0.816
N 0.371 -1.995 -1.344  1.870
C 1.178 -1.803 -2.326  -1.115
C 2.036 -0.674 -2.513  0.487
C 2.923 -0.545 -3.590  -1.540
C 3.841 0.432 -3.229  -1.395
C 3.489 0.861 -1.931  -0.624
N 2.364 0.227 -1.510  0.807
C 4.384 1.703 -1.018  2.879
C 3.980 3.182 -0.972  -1.255
C 5.829 1.619 -1.521  -2.228
C 4.332 1.120 0.406  -1.591
H 4.057 -3.960 -0.461  0.405
H 2.930 -3.840 -1.825  0.339
H 3.043 -5.351 -0.900  0.334
H 2.014 -2.676 0.143  -1.397
H 2.362 -5.326 1.622  0.433
H 1.493 -3.914 2.254  0.320
H 3.223 -3.806 1.900  0.444
H 0.736 -6.136 0.512  0.320
H -1.484 -6.860 -0.292  0.347
H -2.882 -5.280 -1.571  0.407
H -3.352 -3.387 -2.426  0.650
H -1.908 -1.014 -1.205  -0.364
H -3.436 -1.732 -0.728  0.611
H -3.318 -0.823 -2.246  0.459
H -1.043 -1.911 -3.752  0.260
H -2.709 -2.042 -4.337  0.445
H -1.674 -3.481 -4.247  0.411
H 1.308 -2.586 -3.086  0.068
H 2.887 -1.115 -4.511  0.533
H 4.676 0.774 -3.823  0.390
H 4.193 3.669 -1.926  0.286
H 4.547 3.698 -0.188  0.440
H 2.924 3.297 -0.756  0.026
H 5.936 2.082 -2.506  0.364
H 6.160 0.579 -1.590  0.446
H 6.489 2.151 -0.828  0.453
H 3.376 1.346 0.878  0.105
H 5.122 1.561 1.021  0.483
H 4.455 0.035 0.383  0.264
O 1.672 2.725 3.376  -0.611
S 0.688 2.661 2.285  0.509
N 1.163 2.658 0.885  -0.573
C -3.029 -1.976 4.499  -0.931
N -2.639 -2.898 3.453  0.278
C -2.517 -4.279 3.583  -0.909
C -2.089 -4.756 2.404  -0.332
N -1.955 -3.669 1.560  0.341
C -2.300 -2.511 2.180  -0.295
S -2.352 -0.978 1.518  -0.144
H -3.880 -2.375 5.050  0.353
H -3.302 -1.038 4.024  0.268
H -2.202 -1.791 5.188  0.323
H -2.759 -4.790 4.501  0.465
H -1.875 -5.762 2.086  0.425
H -1.612 -3.696 0.608  -0.244

Results
net charge = -1
spin multiplicity = 2
LUMO level (spin up / spin down) = 2.255 / 0.704 eV

Below is an isolated molecule of C3H3NO, with properties calculated with ωB97M-V/def2-TZVPD.

Each line ends with the Mulliken charge.
Geometry (Å):
C 0.137 -0.099 -0.162  -0.190
C -1.512 0.190 0.445  0.110
C 1.736 -0.313 -0.122  0.045
N 1.284 0.820 0.141  -0.378
O -2.411 -0.312 -0.196  -0.419
H -0.193 -0.166 -1.288  0.154
H -1.471 0.951 1.103  0.380
H 2.430 -1.070 0.079  0.298

Results
structure (SMILES) = O=C[C@@H]1C=N1
net charge = 0
LUMO level = 0.510 eV

Below is a structure of composition C54H43ClN2O6ReS2Se4Te, with properties calculated with ωB97M-V/def2-TZVPD.

Each line ends with the Mulliken charge.
Geometry (Å):
Re 0.929 -0.471 -1.239  0.608
Se -0.112 -2.406 -2.206  -0.229
Se 0.398 -2.601 -4.519  -0.303
Se 2.508 -3.517 -4.199  -0.103
Se 3.761 -1.619 -3.843  -0.244
O 1.415 4.468 -4.823  -0.583
C 0.107 4.332 -4.727  0.372
O -0.648 5.228 -5.017  -0.603
C -0.425 3.024 -4.219  -0.256
C -1.770 2.739 -4.110  0.202
Cl -3.096 3.665 -4.636  -0.080
N -1.907 1.504 -3.564  -0.049
N -0.699 0.969 -3.296  0.380
C 0.193 1.856 -3.694  0.183
C 1.648 1.515 -3.524  0.471
O 2.514 2.217 -4.042  -0.943
O 1.895 0.467 -2.845  0.163
C -3.071 0.727 -3.269  0.507
C -4.265 1.300 -2.851  -0.293
C -5.351 0.482 -2.574  -1.032
C -5.252 -0.897 -2.697  -0.473
C -4.049 -1.457 -3.103  -0.687
C -2.962 -0.650 -3.396  -0.202
H 1.900 3.619 -4.583  0.446
H -4.361 2.366 -2.726  0.216
H -6.280 0.936 -2.254  0.416
H -6.106 -1.526 -2.481  0.394
H -3.952 -2.529 -3.209  0.474
H -2.027 -1.077 -3.728  0.425
C -2.091 -6.035 3.592  -1.614
C -1.503 -4.848 2.879  1.093
C -1.589 -4.723 1.500  -1.270
C -1.054 -3.622 0.841  0.235
C -0.411 -2.634 1.565  0.845
C -0.321 -2.736 2.952  -1.123
C -0.862 -3.835 3.592  -0.977
S 0.304 -1.109 0.882  1.555
O 1.322 -0.790 1.915  -0.632
C -1.191 -0.105 1.132  1.418
C -2.371 -0.558 0.483  -0.636
C -3.488 0.211 0.494  -1.077
C -3.491 1.484 1.128  0.654
C -4.627 2.326 1.069  -0.842
C -4.597 3.574 1.621  -0.698
C -3.425 4.032 2.261  -1.043
C -2.319 3.235 2.339  -0.609
C -2.323 1.934 1.775  0.964
C -1.150 1.101 1.773  -1.003
C 0.096 1.623 2.400  0.163
C 0.167 1.760 3.816  0.982
C -0.888 1.325 4.664  -0.868
C -0.790 1.451 6.018  -0.942
C 0.364 2.022 6.604  -0.630
C 1.395 2.438 5.815  -0.976
C 1.327 2.308 4.404  0.726
C 2.403 2.696 3.573  -1.226
C 2.346 2.518 2.224  -1.274
C 1.177 1.976 1.647  0.953
S 1.315 1.735 -0.154  1.044
O 2.695 2.167 -0.471  -0.668
C 0.224 3.032 -0.704  0.690
C -1.127 2.818 -0.903  0.532
C -1.924 3.890 -1.272  -0.676
C -1.379 5.150 -1.495  1.087
C -2.241 6.302 -1.926  -2.051
C -0.006 5.324 -1.321  -1.174
C 0.802 4.278 -0.912  -0.490
H -2.403 -6.805 2.888  0.375
H -2.964 -5.742 4.178  0.307
H -1.371 -6.478 4.281  0.372
H -2.076 -5.498 0.922  0.337
H -1.135 -3.563 -0.232  0.043
H 0.194 -1.968 3.512  0.597
H -0.780 -3.914 4.670  0.412
H -2.376 -1.513 -0.027  0.194
H -4.387 -0.126 -0.005  0.605
H -5.515 1.965 0.564  0.440
H -5.467 4.216 1.564  0.425
H -3.401 5.026 2.688  0.438
H -1.422 3.606 2.816  0.604
H -1.772 0.881 4.225  0.485
H -1.599 1.109 6.651  0.452
H 0.427 2.123 7.679  0.404
H 2.287 2.867 6.253  0.446
H 3.292 3.117 4.027  0.386
H 3.179 2.768 1.585  0.731
H -1.557 1.829 -0.796  -0.606
H -2.988 3.735 -1.410  0.301
H -3.218 5.959 -2.265  0.368
H -1.774 6.855 -2.741  0.417
H -2.398 6.998 -1.099  0.389
H 0.438 6.292 -1.522  0.441
H 1.869 4.403 -0.790  0.659
C 6.098 -7.084 -0.184  -1.574
C 5.522 -5.711 -0.391  0.749
C 4.265 -5.378 0.085  -1.081
C 3.712 -4.114 -0.109  0.865
C 2.358 -3.850 0.457  -0.709
C 4.440 -3.171 -0.833  -0.050
Te 3.656 -1.263 -1.316  0.481
C 5.748 -3.450 -1.261  0.719
C 6.673 -2.448 -1.905  -1.917
C 6.252 -4.726 -1.039  -0.763
H 5.409 -7.722 0.367  0.345
H 7.035 -7.037 0.374  0.357
H 6.312 -7.565 -1.139  0.344
H 3.692 -6.114 0.638  0.308
H 2.120 -4.576 1.233  0.452
H 1.612 -3.932 -0.333  0.298
H 2.269 -2.859 0.900  -0.015
H 6.436 -1.419 -1.638  0.325
H 6.642 -2.513 -2.993  0.319
H 7.695 -2.648 -1.582  0.467
H 7.262 -4.943 -1.373  0.440

Results
net charge = 0
spin multiplicity = 2
LUMO level (spin up / spin down) = -0.718 / -0.908 eV

Below is a cluster of 2 separate species, C3H3Br2O2 in total, with properties calculated with ωB97M-V/def2-TZVPD.

Each line ends with the Mulliken charge.
Geometry (Å):
C -2.027 2.404 0.296  0.313
C -0.349 0.212 0.240  -0.760
C -0.715 1.695 0.304  0.755
O -1.428 2.339 1.430  -0.345
O -2.900 2.897 -0.339  -0.487
Br 0.849 2.777 -0.213  -0.226
Br -3.584 -0.576 -0.384  -0.868
H -1.276 -0.446 0.291  0.077
H -0.043 -0.072 -0.800  0.304
H 0.558 0.009 1.053  0.237

Results
net charge = -1
LUMO level = 2.812 eV

Short version: energy above the lowest of the compared OMol25 structures with the same formula, charge and spin = 0.0 10.2 103.2 0.0 24.6 kcal/mol, in the order given.
Short version: E = -2116.4072 -4215.7957 -245.9271 -13853.1880 -5414.6547 a.u., in the order given.
Short version: molar mass = 548.6 942.0 69.1 1545.2 230.9 g mol⁻¹, in the order given.